(1)
DFT (ωB97M-V/def2-TZVPD) results for C6H10N2 as an isolated structure in a non-equilibrium geometry.

```
! wB97M-V def2-TZVPD RIJCOSX def2/J DEFGRID3
* xyz 0 1
C -1.900 -0.565 0.153
C -0.250 0.977 -0.636
C 0.388 0.596 0.712
C 1.743 0.369 0.436
C 0.187 -0.322 -0.945
C -0.406 -0.731 0.447
H -2.145 -1.464 -0.574
H -2.638 -0.891 0.946
H -1.956 1.428 0.326
H -0.067 1.969 -1.053
H 0.261 1.282 1.451
H 2.397 -0.394 1.152
H 2.736 1.100 0.088
H 2.097 -1.328 -0.335
H -0.294 -0.722 -1.776
H 0.021 -1.691 0.746
N -1.841 0.761 -0.359
N 1.666 -0.373 -0.778
*
```

Calculated total energy in Ha: -343.9245
HOMO level in hartree: -0.312
Gap between HOMO and LUMO in Ha: 0.3484

(2)
DFT (ωB97M-V/def2-TZVPD) results for a 3-piece molecular cluster, C3H12N2O2 overall in a non-equilibrium geometry.

```
! wB97M-V def2-TZVPD RIJCOSX def2/J DEFGRID3
* xyz -1 2
C -0.743 1.631 1.407
C 0.254 0.592 0.972
C 1.189 0.886 0.067
N 2.347 0.082 -0.233
N 0.264 -0.599 1.727
H -1.710 1.141 1.591
H -0.396 2.051 2.354
H -0.917 2.371 0.621
H 1.088 1.793 -0.508
H 2.137 -0.879 0.047
H 2.423 0.026 -1.245
H -0.201 -0.515 2.635
H 1.204 -0.980 1.890
H -2.260 0.474 -2.748
H -2.099 -0.797 -2.019
O -2.431 0.096 -1.878
H -0.065 -2.306 -0.790
H -0.113 -2.219 -2.296
O 0.029 -2.849 -1.592
*
```

Calculated total energy in Ha: -381.4398
HOMO level (alpha / beta) in hartree: 0.030 / -0.159
Gap between HOMO and LUMO (alpha / beta) in Ha: 0.1100 / 0.2891

(3)
DFT (ωB97M-V/def2-TZVPD) results for a 2-piece molecular cluster, C4H10NO3 overall in a non-equilibrium geometry.

```
! wB97M-V def2-TZVPD RIJCOSX def2/J DEFGRID3
* xyz -1 1
C -1.515 -1.356 -0.389
N -0.327 -0.745 -0.462
C -1.092 1.441 0.651
C -0.222 0.737 -0.442
C 1.254 0.993 -0.052
O 1.512 0.937 1.407
O -2.663 -0.896 -0.184
H -1.484 -2.458 -0.422
H 0.781 0.482 1.848
H -0.921 0.955 1.616
H -2.124 1.334 0.396
H -0.647 2.425 0.836
H -0.349 1.115 -1.463
H 1.758 1.932 -0.281
H 1.881 0.130 -0.310
H 1.289 -1.645 -1.160
H 1.124 -2.861 -0.463
O 1.746 -2.523 -1.126
*
```

Calculated total energy in Ha: -438.9031
HOMO level in hartree: -0.147
Gap between HOMO and LUMO in Ha: 0.2915

(4)
DFT (ωB97M-V/def2-TZVPD) results for C29H45BBrN9O3SW as an isolated structure in a non-equilibrium geometry.

```
! wB97M-V def2-TZVPD RIJCOSX def2/J DEFGRID3
* xyz 2 1
W -0.116 0.388 0.334
C -1.922 3.556 -0.185
C -1.762 2.968 1.172
C -2.447 3.385 2.294
C -2.005 2.589 3.343
C -2.401 2.632 4.778
N -1.105 1.737 2.855
N -0.925 1.951 1.511
B -0.226 0.733 3.620
N 1.215 0.947 3.136
N 1.539 0.908 1.810
C 2.857 1.217 1.744
C 3.781 1.466 0.580
C 3.346 1.432 3.023
C 2.278 1.260 3.882
C 2.243 1.386 5.367
N -0.651 -0.674 3.237
N -0.550 -1.025 1.930
C -0.982 -2.298 1.831
C -1.026 -3.083 0.565
C -1.339 -2.753 3.092
C -1.117 -1.696 3.961
C -1.331 -1.621 5.434
H -2.559 4.435 -0.104
H -2.396 2.854 -0.870
H -0.966 3.874 -0.596
H -3.165 4.186 2.346
H -3.162 3.394 4.922
H -1.549 2.869 5.415
H -2.807 1.674 5.101
H -0.298 0.900 4.793
H 4.431 0.650 -1.052
H 4.785 1.330 0.987
H 3.697 2.523 0.305
H 4.358 1.684 3.293
H 3.242 1.608 5.734
H 1.900 0.465 5.836
H 1.577 2.190 5.679
H -0.731 -2.518 -0.311
H -2.042 -3.442 0.393
H -0.379 -3.958 0.656
H -1.713 -3.731 3.344
H -1.705 -2.574 5.797
H -2.057 -0.849 5.689
H -0.402 -1.394 5.957
C -0.721 2.611 -3.558
C 0.026 2.223 -2.345
N -0.345 1.361 -1.414
O -1.858 -0.096 -0.031
C 1.211 2.595 -1.636
C 2.324 3.550 -1.815
N 0.977 1.730 -0.663
O 3.609 0.635 -0.552
H -1.656 2.054 -3.607
H -0.139 2.415 -4.460
H -0.950 3.678 -3.543
H -1.901 -0.539 -0.927
H 2.013 4.356 -2.479
H 3.189 3.057 -2.263
H 2.624 3.986 -0.863
C 2.318 -1.835 -3.981
C 2.254 -1.979 -2.488
C 2.873 -3.026 -1.817
C 2.822 -3.068 -0.437
C 2.124 -2.097 0.253
Br 2.291 -2.161 2.130
N 1.442 -1.116 -0.370
C 1.575 -1.062 -1.714
H 3.273 -2.190 -4.365
H 2.191 -0.796 -4.284
H 1.529 -2.417 -4.461
H 3.422 -3.786 -2.360
H 3.341 -3.835 0.117
H 1.107 -0.221 -2.201
C -1.189 -4.463 -3.392
C -2.263 -3.457 -3.769
S -1.598 -1.782 -3.684
O -1.455 -1.485 -2.205
C -3.064 -0.874 -4.270
C -2.831 -0.273 -5.648
H -1.604 -5.469 -3.385
H -0.798 -4.252 -2.395
H -0.364 -4.447 -4.105
H -3.113 -3.482 -3.084
H -2.625 -3.597 -4.790
H -3.225 -0.115 -3.503
H -3.920 -1.548 -4.261
H -1.963 0.387 -5.654
H -3.704 0.302 -5.953
H -2.669 -1.047 -6.399
*
```

Calculated total energy in Ha: -4914.3048
HOMO level (alpha / beta) in hartree: -0.505 / -0.505
Gap between HOMO and LUMO (alpha / beta) in Ha: 0.2793 / 0.2794

(5)
DFT (ωB97M-V/def2-TZVPD) results for a 10-piece molecular cluster, C22H64N8O10 overall in a non-equilibrium geometry.

```
! wB97M-V def2-TZVPD RIJCOSX def2/J DEFGRID3
* xyz 0 1
C 8.481 1.725 26.408
O 7.734 2.808 26.899
N 9.718 1.436 26.742
N 8.078 0.911 25.504
H 10.182 1.971 27.498
H 10.252 0.594 26.367
H 7.218 1.206 24.950
H 8.210 -0.107 25.362
C 12.829 1.197 21.147
O 12.236 0.119 20.461
N 13.357 2.154 20.466
N 12.741 1.355 22.396
H 13.576 1.924 19.450
H 13.984 2.925 20.798
H 12.179 0.614 22.813
H 13.117 2.187 22.970
C 10.855 -0.427 24.232
O 11.175 -0.498 25.593
N 11.615 -0.962 23.325
N 9.982 0.365 23.717
H 12.545 -1.299 23.502
H 11.359 -0.999 22.344
H 9.326 0.777 24.451
H 9.595 0.145 22.818
C 14.867 5.189 21.313
O 14.499 5.980 22.319
N 15.127 3.924 21.418
N 15.118 5.705 20.122
H 15.067 3.548 22.404
H 15.893 3.438 20.780
H 14.956 6.780 20.090
H 15.264 5.324 19.204
C 8.797 2.661 21.180
C 8.291 3.515 22.322
C 7.031 4.232 21.909
O 8.145 3.051 23.472
H 9.600 1.982 21.629
H 9.098 3.205 20.245
H 7.915 2.042 20.890
H 9.072 4.316 22.464
H 7.256 4.924 21.106
H 6.585 4.800 22.587
H 6.269 3.550 21.710
H 8.935 2.705 23.943
C 11.966 7.479 22.946
C 12.736 8.168 24.154
C 11.784 7.975 25.414
O 13.858 7.669 24.462
H 11.869 6.466 23.200
H 12.512 7.444 21.950
H 11.008 7.897 22.759
H 12.904 9.179 23.809
H 11.607 6.948 25.804
H 10.890 8.512 25.284
H 12.292 8.400 26.262
H 14.223 7.222 23.705
C 8.680 6.734 24.126
C 7.902 5.972 25.232
C 8.434 6.275 26.594
O 6.662 6.205 25.239
H 8.205 6.556 23.161
H 9.716 6.456 24.162
H 8.661 7.797 24.313
H 8.033 4.972 25.062
H 7.808 6.230 27.439
H 8.873 7.222 26.625
H 9.209 5.557 26.828
H 6.126 5.389 25.420
C 11.532 5.341 20.118
C 10.371 5.864 19.308
C 9.615 6.813 20.230
O 10.734 6.635 18.428
H 12.126 4.537 19.568
H 11.027 4.692 20.834
H 12.198 6.071 20.499
H 9.781 5.098 18.755
H 10.274 7.550 20.740
H 8.977 6.323 21.041
H 8.924 7.490 19.682
H 10.796 6.223 17.557
C 11.337 3.997 24.127
C 12.791 3.908 24.708
C 12.922 2.895 25.814
O 13.706 3.625 23.847
H 10.620 4.618 24.656
H 10.915 2.933 24.111
H 11.379 4.346 23.036
H 13.124 4.855 25.041
H 14.013 2.778 26.092
H 12.448 1.928 25.561
H 12.341 3.191 26.691
H 13.896 4.519 23.558
C 16.221 1.035 23.339
C 15.445 -0.278 23.610
C 14.718 -0.278 25.003
O 14.567 -0.636 22.852
H 17.171 1.094 23.807
H 15.629 1.827 23.839
H 16.324 1.207 22.224
H 16.259 -1.049 23.529
H 14.426 -1.316 25.317
H 13.795 0.317 25.045
H 15.242 0.113 25.835
H 13.939 0.126 22.804
*
```

SMILES string: NC(N)=O.NC(N)=O.NC(N)=O.NC(N)=O.CC(C)O.CC(C)O.CC(C)O.CC(C)O.CC(C)O.CC(C)O
Calculated total energy in Ha: -2066.7640
HOMO level in hartree: -0.332
Gap between HOMO and LUMO in Ha: 0.3183

(6)
DFT (ωB97M-V/def2-TZVPD) results for a 2-piece molecular cluster, C6H6O2S overall in a non-equilibrium geometry.

```
! wB97M-V def2-TZVPD RIJCOSX def2/J DEFGRID3
* xyz 0 1
C 0.277 -0.584 2.483
C 0.319 -1.322 1.191
C -0.043 0.761 2.170
C 0.046 -0.281 0.349
C 1.020 0.469 -2.070
C -0.332 0.055 -1.975
O 2.019 -0.161 -2.214
O -0.199 0.881 0.875
S -1.734 1.111 -2.091
H 0.396 -0.834 3.454
H 0.310 -2.315 0.929
H -0.249 1.612 2.920
H 1.089 1.534 -2.079
H -0.437 -1.047 -2.186
H -2.482 0.121 -1.758
*
```

Calculated total energy in Ha: -780.7012
HOMO level (alpha / beta) in hartree: -0.324 / -0.324
Gap between HOMO and LUMO (alpha / beta) in Ha: 0.2934 / 0.2933

(7)
DFT (ωB97M-V/def2-TZVPD) results for an isolated molecule of C4H6N2O.

```
! wB97M-V def2-TZVPD RIJCOSX def2/J DEFGRID3
* xyz 0 1
C 0.189 0.894 1.756
C 0.152 0.016 0.553
C -0.578 0.359 -0.737
N -0.780 -1.003 -1.246
C 0.517 -1.458 -0.926
O 1.343 -1.821 -1.719
N 0.779 -1.093 0.438
H 1.019 0.602 2.403
H -0.749 0.814 2.321
H 0.301 1.943 1.459
H -1.467 0.985 -0.666
H -0.923 -1.047 -2.248
H 0.195 0.809 -1.389
*
```

SMILES string: CC1=NC(=O)NC1
Calculated total energy in Ha: -340.7594
HOMO level in hartree: -0.366
Gap between HOMO and LUMO in Ha: 0.3921

Record order is preserved below.
Energy relative to the best compared isomer or geometry (same formula, charge and spin): 557.14 33.72 215.62 0.00 1147.35 462.76 93.17 kJ/mol